Entry 1:
{"formula": "C6H38N2O11", "method": "ωB97M-V with the def2-TZVPD basis set", "multiplicity": 1, "fmax_ev_per_a": 4.4, "orbital_gap_ev": 9.4, "smiles": "CC(C)N(C)CCN.O.O.O.O.O.O.O.O.O.O.O", "mol_weight_da": 314.37, "symbols": ["N", "C", "C", "N", "C", "C", "C", "C", "H", "H", "H", "H", "H", "H", "H", "H", "H", "H", "H", "H", "H", "H", "H", "H", "H", "H", "O", "H", "H", "O", "H", "H", "O", "H", "H", "O", "H", "H", "O", "H", "H", "O", "H", "H", "O", "H", "H", "O", "H", "H", "O", "H", "H", "O", "H", "H", "O"], "xyz": [[0.6127, 2.4986, -1.2050], [0.9921, 1.0713, -1.3474], [0.3306, 0.2154, -0.2480], [-0.9408, -0.3798, -0.7540], [-0.6445, -1.6113, -1.5199], [-2.5008, 0.6653, 0.8304], [-1.9342, -0.6679, 0.3454], [-1.3663, -1.4727, 1.5047], [1.1426, 3.1097, -1.8093], [-0.3848, 2.6633, -1.4446], [2.1068, 1.0165, -1.2435], [0.7837, 0.6575, -2.3175], [0.1127, 0.8810, 0.6227], [1.0635, -0.5560, 0.1629], [0.1443, -1.4746, -2.2763], [-0.2676, -2.4726, -0.8839], [-1.5527, -2.0062, -2.0572], [-3.0362, 1.2263, 0.0416], [-1.7224, 1.3326, 1.3328], [-3.2515, 0.4724, 1.6510], [-2.7337, -1.2689, -0.1278], [-1.0443, -2.4826, 1.1923], [-2.1308, -1.5783, 2.2825], [-0.5187, -0.9433, 2.0562], [1.9742, -2.6071, -0.9182], [2.8645, -2.8249, -2.1452], [2.3444, -2.1767, -1.6829], [2.4651, 1.4691, 1.6529], [3.2151, 0.3775, 0.9103], [2.8391, 0.6275, 1.7757], [0.6708, -3.8790, 0.6805], [1.5353, -2.7189, 1.2415], [1.5135, -3.3854, 0.5405], [2.0677, -0.7752, 2.2479], [2.2516, -2.0054, 3.1913], [1.6374, -1.6430, 2.5640], [0.8680, 2.8832, 0.5829], [0.4263, 3.8327, 1.7113], [1.0488, 3.0722, 1.4742], [-1.7902, 1.2600, -1.6627], [-1.8142, 1.6771, -3.1327], [-2.0730, 1.9629, -2.2570], [0.8205, 0.4947, 3.1590], [0.4774, 1.9069, 2.6369], [0.2292, 1.2042, 3.2392], [-0.7634, -0.1389, -3.8288], [-2.3316, -0.0292, -4.0759], [-1.4245, 0.3698, -4.3072], [-2.1135, 0.3524, 4.8445], [-1.4322, 0.6316, 3.5727], [-2.2235, 0.3078, 3.9024], [4.5993, -0.0070, -1.1154], [3.3388, -0.9383, -0.9180], [3.8741, -0.3001, -0.5328], [-3.9053, 0.6334, -2.7714], [-2.9432, -0.3357, -2.0523], [-3.5352, -0.2726, -2.8000]]}


Entry 2:
{"formula": "C6H38O13", "method": "ωB97M-V with the def2-TZVPD basis set", "multiplicity": 2, "fmax_ev_per_a": 4.3, "orbital_gap_ev": [10.8, 3.7], "s_squared": 0.755, "charge": 1, "mol_weight_da": 318.36, "symbols": ["C", "O", "C", "C", "C", "C", "C", "H", "H", "H", "H", "H", "H", "H", "H", "H", "H", "H", "H", "H", "H", "H", "H", "O", "H", "H", "O", "H", "H", "O", "H", "H", "O", "H", "H", "O", "H", "H", "O", "H", "H", "O", "H", "H", "O", "H", "H", "O", "H", "H", "O", "H", "H", "O", "H", "H", "O"], "xyz": [[1.9981, -0.9472, 2.1002], [1.3009, -0.2836, 3.1477], [2.1561, 0.0175, 0.9048], [0.8075, 0.5862, 0.4302], [0.4107, 0.1343, -0.9723], [-0.5097, -1.0583, -0.9842], [-0.7927, -1.6000, -2.3827], [2.9624, -1.1614, 2.5575], [1.4700, -1.8598, 1.8677], [0.2974, -0.4973, 3.1480], [2.6239, -0.5630, 0.0625], [2.8138, 0.8133, 1.1856], [0.8919, 1.7024, 0.4913], [-0.0247, 0.3338, 1.1432], [1.2971, -0.1034, -1.5478], [-0.1184, 0.9909, -1.5330], [-0.1021, -1.8659, -0.3104], [-1.4986, -0.7825, -0.5098], [0.1948, -1.9124, -2.7884], [-1.4493, -2.4522, -2.3530], [-1.2838, -0.8772, -2.9429], [-2.1488, -1.0023, 2.8033], [-1.5695, 0.4329, 2.8384], [-1.3742, -0.4648, 3.0935], [-1.5045, 3.0167, -1.5483], [-1.5848, 2.0694, -2.7154], [-2.0774, 2.3820, -1.9282], [2.3957, 0.7334, -2.4849], [2.8292, 1.7951, -3.5185], [2.1528, 1.5991, -2.8650], [1.3014, -4.5798, 0.4784], [0.3427, -3.4381, 0.5444], [1.0962, -3.7562, 0.0684], [0.6481, 3.2460, -1.4401], [0.0951, 3.2391, 0.0028], [0.0204, 3.6808, -0.8587], [0.5309, 1.6646, -3.5211], [-0.4196, 0.6488, -4.0990], [-0.3697, 1.5883, -3.8331], [1.7192, 2.7621, 2.6226], [1.1331, 1.4453, 2.9736], [0.9609, 2.3498, 2.8628], [-3.5914, -2.0823, 0.2895], [-3.0865, -0.6678, 0.6375], [-3.1556, -1.6001, 1.0234], [-2.4359, 1.4115, 0.8978], [-2.6471, 1.3920, -0.6609], [-2.9261, 0.9402, 0.1854], [-2.1435, 2.7231, 2.7464], [-0.6472, 2.2261, 2.4653], [-1.6308, 2.0804, 2.2445], [1.9237, -2.3162, -1.2975], [3.2887, -2.6213, -2.0325], [2.5929, -1.9416, -1.8989], [-1.7016, -2.4858, 1.3081], [-0.5823, -2.2068, 2.2511], [-0.8795, -2.8777, 1.6510]]}


Entry 3:
{"formula": "C6H39O15", "method": "ωB97M-V with the def2-TZVPD basis set", "multiplicity": 1, "fmax_ev_per_a": 3.2, "orbital_gap_ev": 8.6, "charge": -1, "mol_weight_da": 351.36, "symbols": ["C", "O", "C", "C", "C", "C", "C", "H", "H", "H", "H", "H", "H", "H", "H", "H", "H", "H", "H", "H", "O", "H", "H", "O", "H", "H", "O", "H", "H", "O", "H", "H", "O", "H", "H", "O", "H", "H", "O", "H", "H", "O", "H", "H", "O", "H", "H", "O", "H", "H", "O", "H", "H", "O", "H", "H", "O", "H", "H", "O"], "xyz": [[-2.5505, -1.1185, -0.6359], [-2.9554, -0.0558, -1.5101], [-1.7753, -2.1453, -1.4103], [-1.8957, -3.6056, -0.9035], [-0.9087, -3.8923, 0.2152], [-0.9424, -3.1644, 1.3248], [0.0124, -3.2296, 2.4786], [-3.4498, -1.6195, -0.2566], [-2.0297, -0.6833, 0.2145], [-2.0791, -2.1426, -2.4642], [-0.6961, -1.9987, -1.5136], [-2.9213, -3.7946, -0.5613], [-1.7892, -4.2730, -1.7546], [-0.2060, -4.7087, 0.0526], [-1.8120, -2.5344, 1.4893], [0.9759, -3.5266, 2.0714], [-0.2145, -3.9814, 3.2417], [0.1211, -2.2829, 2.9826], [-0.2400, 2.3679, -1.8704], [-0.0816, 1.6358, -3.2598], [0.2819, 2.3382, -2.6942], [3.8713, -0.4786, 0.4416], [2.8549, -0.4784, -0.6860], [3.8045, -0.6395, -0.5017], [4.1242, 0.7773, 2.5558], [3.3151, 1.3755, 1.4180], [3.5972, 1.5453, 2.3176], [2.9004, 2.0487, -1.4403], [3.9877, 1.1566, -1.7940], [3.4994, 1.9159, -2.1612], [0.2468, 3.2577, 0.1988], [1.3090, 4.2324, -0.1090], [0.4462, 3.9498, -0.4474], [0.0696, 1.9256, 2.2307], [-1.3698, 1.7207, 0.5114], [-0.4018, 1.2071, 1.7592], [2.2049, -0.5467, -4.2809], [2.0647, 0.8767, -4.0798], [2.6362, 0.2640, -4.5753], [-2.0037, 0.4447, -2.8844], [-2.0401, 1.1475, -4.3197], [-1.4983, 0.6493, -3.7090], [-3.4652, 1.1977, 2.2322], [-1.8794, 1.0254, 2.5367], [-2.7974, 1.0978, 2.9257], [1.0138, 0.7753, -0.3022], [1.3182, 1.0886, -1.7611], [1.3519, 0.3623, -1.1014], [-2.9099, 0.7817, -1.0448], [-2.2465, 2.7210, -0.3849], [-2.1127, 1.7825, -0.1532], [-1.9464, -0.5782, 3.5320], [-1.0293, 0.1872, 2.5772], [-1.3494, -0.6929, 2.8017], [0.7275, 0.2880, 1.6224], [1.1878, -0.9358, 0.7704], [1.5331, -0.3215, 1.4300], [0.9624, 0.0312, 3.4053], [-0.1573, 0.7663, 4.0050], [0.4501, 0.0536, 4.2069]]}


Please write out number 3 again, unchanged.
{"formula": "C6H39O15", "method": "ωB97M-V with the def2-TZVPD basis set", "multiplicity": 1, "fmax_ev_per_a": 3.2, "orbital_gap_ev": 8.6, "charge": -1, "mol_weight_da": 351.36, "symbols": ["C", "O", "C", "C", "C", "C", "C", "H", "H", "H", "H", "H", "H", "H", "H", "H", "H", "H", "H", "H", "O", "H", "H", "O", "H", "H", "O", "H", "H", "O", "H", "H", "O", "H", "H", "O", "H", "H", "O", "H", "H", "O", "H", "H", "O", "H", "H", "O", "H", "H", "O", "H", "H", "O", "H", "H", "O", "H", "H", "O"], "xyz": [[-2.5505, -1.1185, -0.6359], [-2.9554, -0.0558, -1.5101], [-1.7753, -2.1453, -1.4103], [-1.8957, -3.6056, -0.9035], [-0.9087, -3.8923, 0.2152], [-0.9424, -3.1644, 1.3248], [0.0124, -3.2296, 2.4786], [-3.4498, -1.6195, -0.2566], [-2.0297, -0.6833, 0.2145], [-2.0791, -2.1426, -2.4642], [-0.6961, -1.9987, -1.5136], [-2.9213, -3.7946, -0.5613], [-1.7892, -4.2730, -1.7546], [-0.2060, -4.7087, 0.0526], [-1.8120, -2.5344, 1.4893], [0.9759, -3.5266, 2.0714], [-0.2145, -3.9814, 3.2417], [0.1211, -2.2829, 2.9826], [-0.2400, 2.3679, -1.8704], [-0.0816, 1.6358, -3.2598], [0.2819, 2.3382, -2.6942], [3.8713, -0.4786, 0.4416], [2.8549, -0.4784, -0.6860], [3.8045, -0.6395, -0.5017], [4.1242, 0.7773, 2.5558], [3.3151, 1.3755, 1.4180], [3.5972, 1.5453, 2.3176], [2.9004, 2.0487, -1.4403], [3.9877, 1.1566, -1.7940], [3.4994, 1.9159, -2.1612], [0.2468, 3.2577, 0.1988], [1.3090, 4.2324, -0.1090], [0.4462, 3.9498, -0.4474], [0.0696, 1.9256, 2.2307], [-1.3698, 1.7207, 0.5114], [-0.4018, 1.2071, 1.7592], [2.2049, -0.5467, -4.2809], [2.0647, 0.8767, -4.0798], [2.6362, 0.2640, -4.5753], [-2.0037, 0.4447, -2.8844], [-2.0401, 1.1475, -4.3197], [-1.4983, 0.6493, -3.7090], [-3.4652, 1.1977, 2.2322], [-1.8794, 1.0254, 2.5367], [-2.7974, 1.0978, 2.9257], [1.0138, 0.7753, -0.3022], [1.3182, 1.0886, -1.7611], [1.3519, 0.3623, -1.1014], [-2.9099, 0.7817, -1.0448], [-2.2465, 2.7210, -0.3849], [-2.1127, 1.7825, -0.1532], [-1.9464, -0.5782, 3.5320], [-1.0293, 0.1872, 2.5772], [-1.3494, -0.6929, 2.8017], [0.7275, 0.2880, 1.6224], [1.1878, -0.9358, 0.7704], [1.5331, -0.3215, 1.4300], [0.9624, 0.0312, 3.4053], [-0.1573, 0.7663, 4.0050], [0.4501, 0.0536, 4.2069]]}


What is the formula in the third record?
C6H39O15


What is the multiplicity in the third record?
1


Copy entry 3 word for word.
{"formula": "C6H39O15", "method": "ωB97M-V with the def2-TZVPD basis set", "multiplicity": 1, "fmax_ev_per_a": 3.2, "orbital_gap_ev": 8.6, "charge": -1, "mol_weight_da": 351.36, "symbols": ["C", "O", "C", "C", "C", "C", "C", "H", "H", "H", "H", "H", "H", "H", "H", "H", "H", "H", "H", "H", "O", "H", "H", "O", "H", "H", "O", "H", "H", "O", "H", "H", "O", "H", "H", "O", "H", "H", "O", "H", "H", "O", "H", "H", "O", "H", "H", "O", "H", "H", "O", "H", "H", "O", "H", "H", "O", "H", "H", "O"], "xyz": [[-2.5505, -1.1185, -0.6359], [-2.9554, -0.0558, -1.5101], [-1.7753, -2.1453, -1.4103], [-1.8957, -3.6056, -0.9035], [-0.9087, -3.8923, 0.2152], [-0.9424, -3.1644, 1.3248], [0.0124, -3.2296, 2.4786], [-3.4498, -1.6195, -0.2566], [-2.0297, -0.6833, 0.2145], [-2.0791, -2.1426, -2.4642], [-0.6961, -1.9987, -1.5136], [-2.9213, -3.7946, -0.5613], [-1.7892, -4.2730, -1.7546], [-0.2060, -4.7087, 0.0526], [-1.8120, -2.5344, 1.4893], [0.9759, -3.5266, 2.0714], [-0.2145, -3.9814, 3.2417], [0.1211, -2.2829, 2.9826], [-0.2400, 2.3679, -1.8704], [-0.0816, 1.6358, -3.2598], [0.2819, 2.3382, -2.6942], [3.8713, -0.4786, 0.4416], [2.8549, -0.4784, -0.6860], [3.8045, -0.6395, -0.5017], [4.1242, 0.7773, 2.5558], [3.3151, 1.3755, 1.4180], [3.5972, 1.5453, 2.3176], [2.9004, 2.0487, -1.4403], [3.9877, 1.1566, -1.7940], [3.4994, 1.9159, -2.1612], [0.2468, 3.2577, 0.1988], [1.3090, 4.2324, -0.1090], [0.4462, 3.9498, -0.4474], [0.0696, 1.9256, 2.2307], [-1.3698, 1.7207, 0.5114], [-0.4018, 1.2071, 1.7592], [2.2049, -0.5467, -4.2809], [2.0647, 0.8767, -4.0798], [2.6362, 0.2640, -4.5753], [-2.0037, 0.4447, -2.8844], [-2.0401, 1.1475, -4.3197], [-1.4983, 0.6493, -3.7090], [-3.4652, 1.1977, 2.2322], [-1.8794, 1.0254, 2.5367], [-2.7974, 1.0978, 2.9257], [1.0138, 0.7753, -0.3022], [1.3182, 1.0886, -1.7611], [1.3519, 0.3623, -1.1014], [-2.9099, 0.7817, -1.0448], [-2.2465, 2.7210, -0.3849], [-2.1127, 1.7825, -0.1532], [-1.9464, -0.5782, 3.5320], [-1.0293, 0.1872, 2.5772], [-1.3494, -0.6929, 2.8017], [0.7275, 0.2880, 1.6224], [1.1878, -0.9358, 0.7704], [1.5331, -0.3215, 1.4300], [0.9624, 0.0312, 3.4053], [-0.1573, 0.7663, 4.0050], [0.4501, 0.0536, 4.2069]]}